[1]
83
Properties=species:S:1:pos:R:3:forces:R:3 method="wB97M-V/def2-TZVPD" spin_multiplicity=1 charge=+1 largest_force_ev_per_a=2.988 lumo_energy_ev=-2.57 total_energy_ha=-1779.1020 homo_lumo_gap_ev=7.15
Ag 1.2421 19.2364 9.3745 0.31 0.02 0.07
C 5.3216 25.4784 8.9724 0.24 0.62 0.06
C 5.9202 24.2356 9.5904 0.11 0.81 0.11
C 7.0893 23.7367 8.7196 -0.16 0.72 0.81
C 6.3272 24.5939 11.0422 1.52 0.42 -0.95
C 4.9048 23.1531 9.6670 -0.41 -0.84 -0.01
C 5.2474 21.9110 10.1995 1.35 0.72 0.11
C 4.3692 20.8882 10.1360 -0.67 -1.26 0.76
N 3.0794 21.0171 9.7947 -0.25 0.46 -0.02
C 2.6582 22.2337 9.4089 2.85 -0.24 -0.87
C 3.6174 23.2662 9.1896 -1.31 0.36 0.34
C 1.2813 22.4055 8.9899 -2.52 0.23 -0.12
C 0.7075 23.6889 8.8388 0.75 -1.06 0.17
C -0.6603 23.8432 8.6232 0.01 -0.38 -0.35
C -1.4076 22.6735 8.4058 -0.12 0.95 0.21
C -0.7589 21.4631 8.4660 -0.29 -0.01 0.71
N 0.5067 21.2974 8.8394 0.61 0.72 -0.38
C -1.2499 25.2400 8.5762 -0.18 -0.04 0.64
C -2.7531 25.2057 8.4051 -0.47 0.09 0.52
C -0.9498 25.9262 9.9236 1.25 -0.58 0.28
C -0.6142 25.9486 7.3950 0.27 -0.34 -0.56
H 5.9340 26.3868 9.0596 0.22 -0.49 0.04
H 4.4048 25.7109 9.4872 -0.52 0.28 0.03
H 5.1439 25.3140 7.9238 -0.33 0.07 -0.54
H 7.7717 24.5813 8.6331 0.16 -0.09 -0.46
H 6.7702 23.3346 7.7476 0.12 0.26 0.33
H 7.5963 22.9944 9.3030 0.50 -0.70 -0.06
H 6.9851 25.5015 11.0355 -0.30 -0.90 -0.01
H 6.8400 23.7590 11.5108 0.20 0.03 0.17
H 5.4911 24.8519 11.6466 -0.94 0.12 0.39
H 6.2412 21.7218 10.6283 -0.46 0.13 -0.35
H 4.7426 19.9133 10.4768 -0.64 0.13 -0.27
H 3.3251 24.2133 8.7158 -0.01 -0.73 0.26
H 1.3898 24.5299 8.9388 -0.50 -0.02 0.11
H -2.5003 22.6938 8.2758 0.76 0.02 -0.13
H -1.3576 20.5830 8.3425 0.02 -0.59 -0.15
H -3.2302 24.6629 9.2382 0.09 0.04 -0.37
H -3.0379 24.7646 7.4539 -0.17 -0.04 -0.08
H -3.1410 26.2272 8.4599 0.03 -0.11 -0.19
H -1.3285 25.3346 10.7656 -0.03 0.01 -0.20
H -1.3862 26.8978 9.9951 -0.41 0.73 -0.15
H 0.1434 26.0544 10.1044 -0.68 -0.11 -0.23
H -0.7268 25.3330 6.4941 0.02 0.04 0.10
H 0.4496 26.0615 7.5683 0.23 0.26 -0.09
H -1.0552 26.9058 7.1514 -0.12 0.34 0.29
N 3.6579 17.4336 8.0627 0.08 0.89 -0.92
C 3.4713 16.3126 8.7911 0.40 -1.60 0.86
C 3.9459 15.0276 8.3451 -0.27 2.66 -0.37
C 3.7423 13.8866 9.1144 -0.40 0.13 1.42
C 3.2324 14.0240 10.4139 0.30 -0.76 -0.72
C 2.8563 15.2766 10.9513 -0.45 0.28 -0.45
C 2.3173 15.4167 12.2670 0.71 1.27 -1.10
C 1.9904 16.6740 12.7241 -0.45 -0.91 -0.21
C 2.0261 17.7596 11.8447 0.98 -0.02 -1.33
N 2.4648 17.6593 10.5704 -0.57 0.20 1.11
C 2.9042 16.4561 10.1165 0.11 -1.44 0.28
H 3.9814 17.3004 7.0992 -0.48 0.52 0.77
H 3.1763 18.3036 8.3506 0.74 -1.00 -0.57
H 4.5283 15.0951 7.3948 -0.72 -0.64 0.74
H 3.9738 12.8792 8.7572 0.14 0.50 0.03
H 3.1322 13.1132 11.0133 -0.05 0.47 -0.08
H 2.2332 14.5601 12.8865 -0.09 -0.64 0.49
H 1.5785 16.7754 13.7138 0.06 0.25 0.18
H 1.7594 18.7583 12.1839 -0.08 -0.16 -0.12
O -0.3397 17.8038 8.2891 -0.74 -1.54 -1.70
C -0.6064 16.9484 7.4241 0.35 1.39 0.70
C -1.8878 16.1293 7.5120 0.00 0.23 -0.11
C -2.5143 15.7175 6.1380 0.89 0.28 -0.06
C -2.5159 16.7117 4.9418 0.44 -0.75 0.49
C -1.1655 16.8628 4.2835 0.65 0.74 -0.69
C -0.0684 17.5618 5.0989 -0.57 0.76 -0.60
N 0.2511 16.8014 6.2963 0.62 -1.26 0.46
H -2.6152 16.7028 8.1034 0.31 0.14 -0.21
H -1.6677 15.2778 8.1870 -0.10 0.02 -0.63
H -3.5562 15.5585 6.3123 -0.62 -0.74 0.34
H -2.0149 14.8062 5.7860 -0.39 -0.05 0.12
H -2.9870 17.6365 5.2466 0.05 0.52 -0.03
H -3.1289 16.2840 4.1437 -0.36 -0.06 0.38
H -1.2795 17.3643 3.3080 0.03 0.11 0.33
H -0.8151 15.8669 4.0090 0.13 -0.22 0.07
H -0.4351 18.5636 5.3918 0.35 -0.31 -0.07
H 0.8501 17.6928 4.4887 -0.52 -0.05 0.40
H 0.4051 15.8238 5.9709 -0.56 0.78 0.85

[2]
84
Properties=species:S:1:pos:R:3:forces:R:3 method="wB97M-V/def2-TZVPD" spin_multiplicity=1 largest_force_ev_per_a=3.373 lumo_energy_ev=-2.36 total_energy_ha=-3214.8964 homo_lumo_gap_ev=4.70
Cl 2.0247 -1.4702 3.4276 -0.42 -0.52 0.22
B 0.9311 -2.8328 4.0773 1.67 -0.19 -0.96
Cl 0.1804 -3.8170 2.6476 0.17 0.45 0.80
Cl 1.8517 -3.9536 5.2665 -0.47 0.19 -0.35
O -0.1512 -2.1287 4.8411 -2.88 -0.67 1.61
C -1.0932 -2.7763 5.4449 1.68 -0.01 -1.26
C -2.3437 -2.9986 4.7631 -1.46 0.49 -0.40
C -2.7573 -4.3342 4.5351 0.22 0.32 0.34
C -3.7447 -4.6205 3.5922 -0.08 0.34 -0.33
C -4.3895 -3.5793 2.9030 0.42 0.00 0.71
C -4.0942 -2.2484 3.2538 -0.18 -0.21 -0.19
C -3.0895 -1.9480 4.1652 0.47 -0.50 -0.40
H -0.8594 -3.2904 6.3958 0.10 0.14 -0.38
H -2.2361 -5.1336 5.0542 -0.06 0.01 -0.16
H -3.9962 -5.6570 3.3550 0.15 0.35 0.19
H -5.1344 -3.8012 2.1290 0.35 0.12 0.42
H -4.6522 -1.4462 2.7663 0.24 -0.18 0.24
H -2.8576 -0.9140 4.4019 0.07 -0.14 -0.09
C -4.5317 -0.0889 8.8222 -0.07 0.18 0.04
C -3.5213 -1.0765 9.4067 0.24 -0.12 0.22
C -3.8796 -2.5230 9.0348 0.13 -0.04 0.02
C -3.3793 -0.8785 10.9211 0.08 0.08 -0.26
C -4.4068 -1.3327 11.7530 0.19 0.12 0.35
C -4.3842 -1.0870 13.1278 0.10 0.22 -0.14
C -3.3166 -0.3751 13.6738 0.01 -0.24 -0.07
C -2.2142 -0.0185 12.8878 0.19 0.19 0.01
C -0.9618 0.5460 13.5678 -0.12 -0.08 -0.37
C -0.5249 -0.3130 14.7518 -0.05 -0.19 0.07
C -1.1556 1.9847 14.0220 -0.09 0.22 0.04
C -2.2664 -0.2203 11.4920 0.32 0.07 -0.16
N -1.1657 0.2606 10.6421 -0.71 -1.59 0.81
P 0.2526 -0.6780 10.2378 -0.46 1.22 -0.54
H -0.1246 -0.9773 8.8298 0.15 0.09 0.36
N 1.1054 0.8260 9.9607 1.42 -1.26 0.16
C 2.5681 0.9616 9.9694 -0.01 -0.13 -0.02
C 3.3165 0.7227 8.7936 -0.41 0.07 -0.29
C 2.6540 0.2392 7.4942 0.05 0.06 0.39
C 3.3071 -1.0522 6.9947 -0.10 -0.15 0.00
C 2.6491 1.3150 6.4070 -0.02 0.10 0.03
C 4.7027 0.9058 8.8064 -0.03 -0.06 0.39
C 5.3676 1.2887 9.9714 -0.28 0.20 -0.11
C 4.6269 1.5464 11.1219 -0.04 -0.26 -0.08
C 3.2459 1.3182 11.1551 -0.26 0.07 0.17
C 2.5134 1.4046 12.4957 -0.12 -0.02 -0.29
C 2.3536 2.8450 12.9595 -0.02 0.20 -0.01
C 3.2133 0.5884 13.5799 0.16 -0.15 -0.01
C 0.2564 1.9236 9.9668 -1.27 0.26 0.30
C -1.0116 1.6116 10.3433 1.04 0.74 -0.33
H -4.2665 0.9384 9.0967 -0.07 -0.14 -0.07
H -4.5595 -0.1536 7.7295 0.03 -0.02 0.09
H -5.5450 -0.2872 9.1922 0.16 0.01 0.01
H -2.5481 -0.8592 8.9576 0.00 0.06 0.06
H -3.1666 -3.2258 9.4858 -0.19 0.10 -0.07
H -4.8892 -2.7936 9.3658 0.18 0.03 -0.05
H -3.8447 -2.6592 7.9451 -0.05 0.07 0.18
H -5.2440 -1.8740 11.3177 0.13 0.10 0.09
H -5.1877 -1.4514 13.7773 0.25 0.24 -0.33
H -3.3207 -0.1148 14.7380 0.06 -0.28 -0.38
H -0.1582 0.5328 12.8248 -0.26 -0.05 0.11
H -0.4066 -1.3615 14.4511 -0.03 0.18 0.15
H 0.4321 0.0438 15.1538 -0.20 -0.05 -0.09
H -1.2711 -0.2506 15.5564 0.24 -0.13 -0.12
H -1.4021 2.6329 13.1757 -0.02 -0.02 0.15
H -1.9670 2.0268 14.7604 0.12 0.14 -0.12
H -0.2389 2.3665 14.4906 -0.25 -0.08 -0.06
H 1.6078 0.0160 7.7289 0.10 0.02 -0.01
H 3.3153 -1.8092 7.7896 0.07 0.10 -0.17
H 2.7533 -1.4628 6.1433 0.14 0.15 0.19
H 4.3381 -0.8853 6.6602 -0.15 -0.03 0.09
H 2.1578 2.2232 6.7725 0.08 -0.06 -0.10
H 3.6661 1.5750 6.0889 -0.12 -0.04 0.09
H 2.1068 0.9538 5.5272 0.08 0.04 0.08
H 5.2658 0.7352 7.8902 -0.10 -0.04 0.21
H 6.4562 1.3730 9.9905 -0.35 0.13 -0.08
H 5.1302 1.9043 12.0244 -0.13 -0.28 -0.26
H 1.5147 0.9834 12.3454 0.26 0.09 -0.04
H 1.7803 3.4235 12.2293 0.11 0.05 0.10
H 1.8278 2.8882 13.9216 0.16 0.02 -0.17
H 3.3452 3.2979 13.0830 -0.20 0.08 0.00
H 3.3477 -0.4521 13.2586 0.05 0.20 0.12
H 4.1967 1.0255 13.8036 -0.20 -0.23 0.02
H 2.6270 0.5929 14.5075 0.10 0.02 -0.19
H 0.6459 2.9045 9.7252 -0.10 -0.13 -0.03
H -1.8487 2.2860 10.4677 0.12 -0.04 -0.09